Record 1
The following is a quantum chemistry calculation of a structure of composition C12H34FInO6P, from the OMol25 dataset.

Each line ends with the Löwdin charge.
Element x y z (Å)
O  1.46436  2.84771  1.74879  -0.488
P  0.35816  3.04185  0.59893  0.564
O  0.26698  4.77677  0.29965  -0.317
O  -1.17784  2.31160  0.97669  -0.334
In  1.29877  2.05478  -1.59702  0.458
F  1.92435  3.64050  -2.90329  -0.629
H  -0.68013  5.10045  0.36201  0.054
H  -1.60290  2.03680  0.09251  0.056
H  -0.08714  1.19760  -2.42333  -0.109
H  2.67694  0.90909  -1.24332  -0.112
C  4.71059  2.25643  1.85521  -0.082
C  4.31724  2.63043  3.27329  -0.277
O  5.10697  1.98750  4.27030  -0.171
C  6.50381  2.26905  4.25584  -0.291
C  6.82757  3.73587  4.47453  -0.093
H  4.71461  1.16932  1.72763  0.084
H  4.01215  2.69488  1.13611  0.060
H  5.71353  2.61746  1.60985  0.061
H  3.28319  2.31120  3.44325  0.104
H  4.33315  3.71602  3.41629  0.108
H  6.95695  1.89716  3.33071  0.103
H  6.94558  1.68810  5.07195  0.111
H  6.47025  4.35347  3.64674  0.066
H  7.90914  3.88103  4.55669  0.070
H  6.35036  4.10555  5.38800  0.079
C  -0.88806  -1.01615  -5.70288  -0.084
C  -0.22749  -1.35742  -4.37897  -0.286
O  -1.15564  -1.56321  -3.31725  -0.180
C  -2.08361  -2.63222  -3.48076  -0.277
C  -1.42272  -3.99275  -3.60880  -0.087
H  -1.56681  -0.16492  -5.58975  0.083
H  -0.13272  -0.76938  -6.45502  0.075
H  -1.47752  -1.85511  -6.08383  0.060
H  0.40549  -0.51528  -4.07864  0.085
H  0.43598  -2.22299  -4.47801  0.106
H  -2.74734  -2.43300  -4.32887  0.104
H  -2.71577  -2.63339  -2.58686  0.111
H  -0.83560  -4.06887  -4.52740  0.062
H  -2.17772  -4.78471  -3.62858  0.072
H  -0.74242  -4.17305  -2.77005  0.083
C  -3.64069  -0.81882  1.22584  -0.076
C  -4.71084  -1.36709  0.29863  -0.278
O  -4.56439  -2.75728  0.02117  -0.172
C  -4.64349  -3.64108  1.13619  -0.281
C  -5.97847  -3.58792  1.85676  -0.089
H  -2.64117  -1.05103  0.84488  0.089
H  -3.73897  0.26646  1.32417  0.076
H  -3.71754  -1.25346  2.22665  0.066
H  -4.63601  -0.84922  -0.66380  0.118
H  -5.71449  -1.15933  0.68431  0.103
H  -3.81330  -3.45733  1.82650  0.107
H  -4.49942  -4.65201  0.74127  0.116
H  -6.13885  -2.61769  2.33348  0.065
H  -6.02338  -4.35447  2.63649  0.074
H  -6.80365  -3.74788  1.15512  0.080

Calculated values
charge: -1
HOMO energy: -5.424 eV
energy relative to the best compared isomer or geometry (same formula, charge and spin): 143.01 kJ/mol
energy: -42461.68164 eV

---

Record 2
The following is a quantum chemistry calculation of a structure of composition C14H26NO2PSiV, from the OMol25 dataset.

Each line ends with the Mulliken spin population.
Element x y z (Å)
V  0.65617  0.52500  -0.18391  1.582
Si  -1.35221  0.31182  -1.78199  -0.045
P  -0.71049  -0.62015  1.52508  -0.021
N  1.39296  -0.95313  -0.79945  -0.445
H  1.54890  1.18138  1.21769  -0.069
C  -0.07278  -0.73789  3.26358  0.005
H  -0.73533  -1.33258  3.91884  -0.001
H  0.03354  0.28272  3.66812  -0.001
H  0.93079  -1.19365  3.23387  -0.001
C  -2.43326  -0.00348  1.80415  0.006
H  -2.94593  -0.58304  2.59208  0.000
H  -2.99227  -0.08750  0.85800  0.001
H  -2.39735  1.05920  2.09392  -0.001
C  -0.98702  -2.39337  1.09182  0.006
H  -1.59712  -2.90713  1.85557  0.000
H  -0.00799  -2.89196  1.00055  -0.001
H  -1.49179  -2.43396  0.11279  0.002
C  -2.68884  1.69859  -1.75300  -0.005
H  -2.24053  2.68837  -1.95918  0.001
H  -3.16892  1.76060  -0.75927  0.001
H  -3.47975  1.51823  -2.50406  -0.002
H  -0.97090  0.22347  -3.25246  0.002
H  -2.17925  -0.95850  -1.64227  -0.001
C  1.84468  -2.10480  -1.39164  0.054
C  3.57125  -3.80357  -1.68197  0.045
C  3.12030  -2.63123  -1.06732  -0.079
C  1.03630  -2.78133  -2.34069  -0.069
C  1.49816  -3.95461  -2.94250  0.039
C  2.76487  -4.47065  -2.61891  -0.075
H  4.55886  -4.20364  -1.42720  0.002
H  3.73195  -2.10007  -0.33191  0.001
H  0.05615  -2.35988  -2.58314  -0.005
H  0.86708  -4.47175  -3.67354  0.001
H  3.12202  -5.38945  -3.09563  -0.005
C  -0.41668  3.45235  0.86628  0.008
O  -0.56317  2.31348  0.38594  -0.017
C  0.95062  4.01947  1.10509  0.000
H  0.94890  4.78397  1.89966  0.000
H  1.32651  4.49510  0.18035  -0.001
H  1.62056  3.16419  1.33544  0.000
C  -1.63758  4.25345  1.23784  0.001
H  -1.65222  4.42042  2.33209  0.000
H  -2.55182  3.72762  0.92737  0.000
H  -1.59996  5.25330  0.76729  0.000
O  3.11086  2.48901  -0.87190  0.059
C  2.18172  1.74560  -0.61149  0.026

Calculated values
charge: 0
HOMO energy (alpha / beta): -7.690 / -7.463 eV
energy relative to the best compared isomer or geometry (same formula, charge and spin): 0.00 kJ/mol
energy: -63377.02901 eV
multiplicity: 2